# 1
{
  "formula": "C24H36Br8N4",
  "method": "ωB97M-V/def2-TZVPD",
  "elements": ["C", "C", "C", "N", "C", "H", "H", "H", "H", "H", "C", "C", "C", "N", "C", "H", "H", "H", "H", "H", "C", "C", "C", "N", "C", "H", "H", "H", "H", "H", "C", "C", "C", "N", "C", "H", "H", "H", "H", "H", "Br", "C", "C", "Br", "H", "H", "H", "H", "Br", "C", "C", "Br", "H", "H", "H", "H", "Br", "C", "C", "Br", "H", "H", "H", "H", "Br", "C", "C", "Br", "H", "H", "H", "H"],
  "coordinates": [[4.0748, 3.9064, -2.2844], [3.5026, 4.2349, -3.5333], [2.1588, 4.0395, -3.3993], [1.8872, 3.6495, -2.0927], [3.0757, 3.6308, -1.4163], [5.1575, 4.0228, -2.0573], [3.9506, 4.4203, -4.4743], [1.2806, 4.1506, -4.0563], [1.0000, 3.2705, -1.7634], [3.0739, 3.4535, -0.3740], [-0.6494, -1.8933, -3.6676], [0.6498, -2.4373, -3.6583], [0.5908, -3.7864, -3.6909], [-0.7639, -4.1215, -3.7357], [-1.4922, -3.0093, -3.7145], [-1.0940, -0.9444, -3.7107], [1.5871, -1.8405, -3.6390], [1.3595, -4.5652, -3.4376], [-1.0262, -5.0385, -3.7764], [-2.5929, -3.0656, -3.6808], [1.0404, -3.7199, 1.6318], [0.1782, -4.8390, 1.3994], [-0.2281, -4.7139, 0.1041], [0.3538, -3.6156, -0.4800], [1.1427, -3.0055, 0.4566], [1.5768, -3.5522, 2.5876], [-0.0571, -5.6908, 2.0668], [-0.9638, -5.2959, -0.4510], [0.1026, -3.2587, -1.3579], [1.7789, -2.1253, 0.2729], [4.8641, -1.0280, 0.7268], [5.5279, 0.1238, 1.2735], [5.1241, 1.2159, 0.5459], [4.3312, 0.7655, -0.5115], [4.1474, -0.5575, -0.3150], [4.8106, -2.0893, 0.9509], [6.1709, 0.2085, 2.1041], [5.3396, 2.2833, 0.6231], [4.0077, 1.3452, -1.3222], [3.5453, -1.0555, -1.0665], [-0.5481, 5.1619, 3.5498], [-2.1080, 3.9298, 3.7747], [-3.3678, 4.5367, 3.1961], [-4.8071, 3.1805, 3.2408], [-2.0800, 3.8965, 4.8518], [-1.7410, 3.0774, 3.2875], [-3.2371, 4.8163, 2.1077], [-3.7467, 5.4017, 3.6663], [-2.3447, -4.0540, 4.2442], [-2.9883, -3.9895, 2.4575], [-2.4688, -2.7303, 1.8370], [-3.0731, -2.3961, -0.0169], [-4.0335, -4.0093, 2.5274], [-2.6257, -4.8326, 1.8250], [-1.3736, -2.7253, 1.7987], [-2.8807, -1.9168, 2.4095], [-6.6986, 1.5904, -0.3097], [-5.2528, 2.6492, -1.1116], [-3.9572, 2.5724, -0.3098], [-2.7942, 4.0336, -0.9751], [-5.5721, 3.6840, -1.1439], [-5.2335, 2.2070, -2.1121], [-3.3795, 1.6762, -0.5026], [-4.0516, 2.6924, 0.7587], [-0.1578, 0.2821, 3.9702], [-0.3919, -0.0200, 2.0409], [0.8244, 0.4497, 1.4132], [0.6018, 0.4396, -0.4709], [-1.2177, 0.5854, 1.7126], [-0.6340, -1.0864, 1.9191], [1.7722, -0.0685, 1.6823], [1.0431, 1.4941, 1.6048]],
  "atomic_forces_ev_per_a": [[2.3, 1.0, 0.0], [-1.1, -0.8, -0.1], [-1.8, -0.3, 0.4], [0.2, 0.4, -0.8], [-0.8, -0.5, 0.2], [-1.1, -0.2, 0.0], [0.6, 0.4, -0.4], [0.9, -0.1, 0.1], [0.5, 0.4, -0.1], [0.2, -0.3, 0.8], [-1.4, -2.7, -0.2], [1.9, 2.1, 0.0], [0.0, -1.8, 0.6], [3.0, 1.4, 0.4], [-1.5, 1.5, 0.1], [0.2, 1.3, 0.1], [-0.8, -0.6, 0.1], [-0.9, 1.0, -0.8], [-1.3, -2.4, 0.0], [0.8, 0.1, -0.2], [0.6, -0.4, 0.9], [0.2, -0.2, 0.3], [-0.8, -0.3, -0.9], [0.2, -0.7, 2.0], [0.5, 0.5, 0.6], [-0.4, 0.1, -1.0], [0.1, 0.9, -0.5], [0.4, 0.1, 0.1], [-0.2, 0.6, -1.2], [-0.6, -0.6, -0.2], [0.1, 0.0, 0.3], [-0.9, 0.1, -0.4], [0.0, 0.3, -1.2], [0.2, 1.5, 0.6], [-1.0, -0.4, -2.4], [0.5, 0.4, 0.5], [0.5, -0.2, 0.8], [0.1, -0.6, 0.1], [0.3, -0.9, 1.4], [0.1, -0.3, 0.3], [-0.4, 0.1, -0.3], [0.4, 2.3, 0.5], [0.5, -0.9, -2.2], [0.3, 0.3, 0.2], [-0.5, -0.7, 0.1], [0.0, -1.4, -0.4], [-0.1, -0.5, 1.2], [-0.2, 0.7, 0.9], [0.4, -0.2, 0.6], [1.3, -0.9, -1.9], [0.0, 0.4, -0.1], [0.1, -0.3, 0.5], [-1.4, 0.0, -0.1], [-0.3, 0.3, 1.0], [-0.5, -0.1, 0.0], [0.2, 0.6, 0.0], [0.2, 0.2, 0.2], [-0.1, -0.3, 0.2], [0.3, -0.1, -1.0], [-0.1, -0.3, 0.3], [-0.3, 0.0, -0.1], [0.6, 0.4, 0.2], [-0.1, -0.2, -0.1], [-0.3, 0.2, 0.0], [-0.3, -0.1, -0.1], [-1.0, -0.8, 1.3], [2.7, 0.6, -0.1], [-0.2, -0.2, -1.4], [-0.5, 0.1, 0.1], [0.5, 0.7, -0.1], [-0.8, -0.1, -0.3], [-0.3, 0.1, 0.4]],
  "total_charge": 0,
  "molar_mass_g_mol": 1019.8,
  "homo_energy_ev": -8.333,
  "smiles": "c1cc[nH]c1.c1cc[nH]c1.c1cc[nH]c1.c1cc[nH]c1.BrCCBr.BrCCBr.BrCCBr.BrCCBr",
  "gap_ev": 8.563,
  "e_tot_ha": -21747.1837,
  "relative_energy_kcal_mol": 11.3
}


# 2
{
  "formula": "C24H36ClNO6PS2",
  "method": "ωB97M-V/def2-TZVPD",
  "elements": ["C", "C", "O", "C", "C", "N", "C", "C", "C", "O", "C", "C", "C", "C", "C", "C", "C", "S", "C", "C", "C", "C", "P", "O", "C", "C", "C", "C", "C", "S", "O", "O", "Cl", "C", "H", "H", "H", "H", "H", "H", "H", "H", "H", "H", "H", "H", "H", "H", "H", "H", "H", "H", "H", "H", "H", "H", "H", "H", "H", "H", "H", "H", "H", "H", "H", "H", "H", "O", "H", "H", "H"],
  "coordinates": [[1.2549, -2.7440, 5.0240], [1.9974, -3.1236, 3.7606], [2.5916, -1.9558, 3.2505], [3.1748, -2.1197, 1.9789], [2.2051, -2.2470, 0.8190], [1.7352, -0.9339, 0.2619], [0.4869, -1.1206, -0.4335], [0.5048, -1.1595, -1.8256], [-0.6907, -1.3236, -2.5192], [-0.7001, -1.3415, -3.8889], [-1.9079, -1.4485, -1.8377], [-3.1895, -1.6145, -2.6331], [-3.6120, -3.0920, -2.6034], [-4.3103, -0.6575, -2.1697], [-4.3213, 0.6006, -3.0456], [-1.9110, -1.4004, -0.4452], [-0.7238, -1.2368, 0.2504], [-0.6835, -1.1490, 2.0168], [0.5427, 0.1179, 2.1621], [0.4201, 1.0862, 3.1441], [1.3770, 2.0783, 3.2080], [2.4306, 2.1167, 2.2953], [3.6063, 3.4732, 2.4867], [3.3404, 4.3305, 3.6584], [2.5529, 1.1358, 1.2989], [3.6509, 1.1804, 0.2548], [3.0727, 1.5486, -1.1232], [2.5670, 2.9724, -1.3087], [1.1465, 3.1691, -0.7540], [0.0199, 3.9231, -1.9125], [-0.9360, 4.7047, -1.1948], [0.7232, 4.5329, -2.9907], [-1.0027, 2.2757, -2.6158], [1.6073, 0.1035, 1.2497], [1.9246, -2.2585, 5.7250], [0.7671, -3.6019, 5.4729], [0.4941, -2.0063, 4.7764], [2.7564, -3.8673, 4.0188], [1.2799, -3.5658, 3.0684], [3.7860, -3.0267, 1.9850], [3.8463, -1.2861, 1.7988], [2.7443, -2.7458, 0.0144], [1.3639, -2.8934, 1.0499], [1.4479, -1.0440, -2.3366], [0.1869, -1.5539, -4.1889], [-2.9769, -1.3761, -3.6664], [-3.5338, -3.5025, -1.6011], [-4.6273, -3.1981, -2.9767], [-2.9568, -3.6775, -3.2395], [-5.2572, -1.1816, -2.2957], [-4.1642, -0.3865, -1.1288], [-5.2640, 1.1493, -2.9579], [-3.5228, 1.2605, -2.7299], [-4.2117, 0.3454, -4.0917], [-2.8336, -1.4960, 0.1042], [-0.4243, 1.0426, 3.8117], [1.3176, 2.8423, 3.9686], [3.5310, 4.2155, 1.2910], [4.8811, 2.8771, 2.4451], [4.4437, 1.8598, 0.5427], [4.0407, 0.1775, 0.1294], [2.2876, 0.8469, -1.3757], [3.8770, 1.3979, -1.8426], [3.2629, 3.7070, -0.9215], [2.5285, 3.1623, -2.3784], [0.7307, 2.1895, -0.5338], [1.1200, 3.7404, 0.1648], [-7.2810, 0.2079, -1.5425], [-7.8143, -0.5225, -1.1662], [-7.0698, 0.8913, -0.8720], [-7.6998, 0.5957, -2.3392]],
  "atomic_forces_ev_per_a": [[-0.1, 0.5, -0.3], [-0.3, -0.2, 0.8], [0.0, 0.4, -0.3], [0.0, -0.5, 0.0], [0.3, 0.3, -0.5], [-0.6, -0.4, 0.6], [0.3, 0.1, -0.5], [-0.5, -0.1, 0.6], [0.2, 0.0, 0.2], [-0.2, -0.1, 0.2], [0.0, 0.3, -0.4], [0.0, -0.4, 0.5], [0.1, 0.3, 0.0], [0.3, -0.1, -0.8], [-0.3, -0.2, 0.6], [0.5, 0.0, -0.5], [0.4, 0.0, 0.2], [-0.2, 0.0, 0.1], [0.1, -0.3, -0.5], [0.1, -0.2, -0.4], [0.2, 0.2, 0.1], [0.0, -0.3, -0.2], [-0.3, 0.4, 0.3], [0.0, -0.1, 0.2], [0.1, -0.1, 0.0], [-1.2, -0.1, -0.2], [0.8, 0.3, 0.0], [-0.5, -0.2, -0.4], [0.7, -0.7, 0.0], [-0.1, 1.2, 0.6], [-0.2, -0.4, 0.1], [0.0, -0.4, -0.3], [0.2, -0.1, -0.2], [-0.1, 0.5, 0.4], [0.2, -0.1, 0.2], [0.0, -0.1, 0.1], [-0.2, 0.0, 0.0], [0.2, -0.1, -0.3], [0.1, -0.1, -0.3], [0.1, -0.1, 0.0], [0.1, 0.2, 0.1], [0.0, 0.0, -0.2], [-0.2, 0.0, 0.3], [0.1, 0.0, -0.1], [0.1, 0.1, -0.2], [0.1, 0.1, -0.2], [-0.2, -0.1, 0.2], [-0.1, -0.2, 0.0], [0.1, -0.1, -0.1], [-0.1, -0.1, 0.2], [-0.2, 0.0, 0.2], [0.0, 0.2, 0.1], [0.1, 0.2, -0.2], [0.1, 0.0, -0.2], [-0.2, 0.0, 0.1], [-0.1, 0.1, 0.2], [0.0, 0.1, 0.1], [0.2, -0.3, -0.2], [0.0, 0.0, -0.1], [0.2, 0.1, 0.0], [0.4, -0.1, 0.2], [-0.1, -0.1, 0.0], [0.1, -0.1, -0.1], [0.1, 0.2, 0.2], [0.0, 0.0, -0.1], [-0.3, 0.0, 0.1], [-0.3, 0.4, 0.0], [-0.2, 0.0, 0.1], [0.0, 0.0, 0.0], [0.1, 0.0, 0.0], [0.1, 0.0, 0.0]],
  "total_charge": 1,
  "molar_mass_g_mol": 565.1,
  "homo_energy_ev": -10.176,
  "gap_ev": 4.858,
  "e_tot_ha": -3039.9098
}


Q: What is the formula in the first record?
A: C24H36Br8N4